The following is a DFT calculation (the ωB97M-V functional and the def2-TZVPD basis) of a 7-piece molecular cluster, C18H25N7 overall at a distorted geometry.

```
50
Properties=species:S:1:pos:R:3:forces:R:3
C 0.77212 0.91512 -0.43616 -3.07 1.03 -1.75
C 1.58235 -0.03020 0.01978 2.26 -2.38 3.96
C 0.90216 -1.26621 0.01518 4.23 0.27 0.51
N -0.14312 -1.11136 -0.75193 1.02 0.52 -0.54
C -0.19142 0.18977 -1.12217 -2.88 0.97 0.94
H 0.89639 1.98725 -0.47483 0.07 -1.29 -0.04
H 2.53107 0.21949 0.47143 0.07 -0.48 0.35
H 1.26397 -2.20638 0.40449 -0.07 0.39 -0.34
H -0.86635 -1.80111 -0.89781 0.52 -0.08 -0.20
H -1.07827 0.50174 -1.65374 0.72 0.33 0.02
C 1.15682 -4.55064 1.12323 0.86 -2.05 1.18
C -0.03906 -3.84767 1.25658 -0.65 0.77 -0.18
C -0.89250 -4.62734 1.93562 -2.30 -1.55 0.97
N -0.31429 -5.84725 2.26866 0.08 1.47 -0.68
C 0.94685 -5.77750 1.78956 1.33 0.36 -1.19
H 2.11845 -4.26009 0.72669 -0.17 0.06 -0.14
H -0.36220 -2.87498 0.91620 0.20 -0.40 0.17
H -1.94053 -4.44996 2.12685 0.09 -0.01 0.17
H -0.73876 -6.69561 2.61538 -0.08 0.50 0.04
H 1.59923 -6.63480 1.86593 0.10 0.17 0.06
C -2.19643 1.11357 0.82987 0.59 0.45 -0.24
C -1.51573 2.37766 0.54850 0.60 3.50 -0.58
N -0.96323 3.40507 0.35243 -6.69 -3.28 1.31
H -1.35547 0.42020 0.81883 -0.93 -0.64 0.01
H -2.85378 0.86441 -0.00314 -0.13 0.21 0.72
H -2.66728 1.15812 1.81192 -0.22 -0.08 -0.23
C 1.19615 3.75450 -0.30401 2.73 2.77 -1.50
C 1.30425 5.23924 -0.04607 0.93 3.37 0.86
N 1.47582 6.38864 0.23295 -0.93 -4.86 -1.27
H 0.41856 3.40010 0.37264 2.31 0.43 -0.83
H 2.17286 3.30644 -0.12127 0.02 0.39 -0.32
H 0.95119 3.55990 -1.34814 -0.40 0.51 -0.12
C -3.43363 0.50732 -2.29551 -0.03 -1.76 0.97
C -2.82631 -0.65701 -1.57355 -0.61 -1.09 -0.09
N -2.35928 -1.56295 -1.02426 -3.64 0.74 -1.21
H -3.87706 0.10360 -3.20572 0.59 0.39 -0.40
H -2.63377 1.24521 -2.35757 -0.64 0.33 -0.54
H -4.31002 0.80355 -1.71908 0.26 0.49 0.19
C 1.58208 0.92556 -2.77168 2.75 0.05 -0.60
C 2.91762 1.29812 -3.28624 -0.47 -0.65 -0.67
N 3.93542 1.61448 -3.71021 0.23 0.09 0.08
H 1.70798 0.24361 -1.93074 0.96 0.00 -1.32
H 0.96987 0.37081 -3.48271 -0.25 0.94 -0.22
H 1.31366 1.84882 -2.25822 -1.00 -0.30 -1.13
C 0.28705 1.41083 2.48470 1.02 -0.56 0.17
C 1.25894 2.46881 2.13160 2.10 2.37 0.75
N 2.03288 3.33764 1.92266 -2.25 -3.46 2.16
H -0.42092 1.68293 3.26754 0.02 0.40 -0.24
H 0.85908 0.56530 2.86676 0.20 0.03 0.23
H -0.17328 0.97309 1.59893 0.56 0.61 0.77
```
Forces are in eV/Å.

LUMO level: -0.077 eV
energy relative to the best compared isomer or geometry (same formula, charge and spin): 723.06 kJ/mol
net charge: 0
energy: -1083.822051 hartree
SMILES: c1cc[nH]c1.c1cc[nH]c1.CC#N.CC#N.CC#N.CC#N.CC#N
Kohn-Sham gap: 0.31283 Ha


The following is a DFT calculation (the ωB97M-V functional and the def2-TZVPD basis) of C18H26Br2Cl3N3O4RbS2 as an isolated structure.

```
59
Properties=species:S:1:pos:R:3:forces:R:3
Rb 0.34252 -4.21795 -1.19777 -0.64 0.01 -0.59
Br -2.97967 -3.81493 -0.66119 -0.35 0.09 0.39
C -3.56034 -4.22418 -2.43634 0.22 0.08 -0.09
Br -2.05473 -4.29526 -3.63102 -0.21 -0.09 -0.42
H -4.23508 -3.45827 -2.78232 -0.02 0.21 -0.02
H -4.04224 -5.18527 -2.43129 -0.03 -0.25 0.03
C 2.60409 2.10365 2.48938 -0.04 -0.04 -0.02
C 1.76062 2.98098 1.55102 -0.01 0.01 -0.07
C 0.97964 4.01507 2.37324 -0.05 0.06 0.08
C 2.72398 3.74925 0.63281 0.04 0.03 -0.03
C 0.74481 2.13841 0.70907 -0.19 -0.03 -0.02
O 0.12403 3.04735 -0.20033 0.22 0.26 0.23
C -0.33612 1.46377 1.61225 -0.06 -0.05 -0.25
C -1.72008 2.13249 1.55116 0.07 0.09 -0.19
C -2.54975 1.77874 0.32877 0.08 -0.09 0.14
C -2.96896 0.46899 0.09223 -0.01 0.01 0.05
C -3.74429 0.15050 -1.01388 0.08 -0.19 0.08
C -4.09979 1.14857 -1.90220 0.01 -0.09 -0.09
Cl -5.03545 0.72586 -3.32024 0.02 0.05 0.07
C -3.70351 2.45696 -1.70143 0.08 0.10 0.12
C -2.93211 2.75782 -0.58265 -0.08 0.11 -0.07
C 1.47333 1.05389 -0.09446 -0.18 -0.15 0.04
N 0.57333 0.34783 -1.00145 0.36 0.09 0.34
C 0.34150 -0.96790 -1.01037 0.07 0.20 -0.06
N -0.42994 -1.27524 -2.04951 0.02 0.39 -0.07
C -0.62805 -0.06264 -2.64158 -0.23 -0.06 -0.02
N -0.04209 0.96022 -2.04451 -0.03 -0.69 -0.02
H 3.23467 2.74562 3.11415 -0.08 -0.05 -0.07
H 3.26960 1.43118 1.93968 -0.08 0.07 0.04
H 1.99861 1.48785 3.15838 0.03 0.04 -0.04
H 1.68236 4.65655 2.91480 -0.05 -0.05 -0.03
H 0.32341 3.54715 3.11571 0.10 0.05 -0.10
H 0.36927 4.65146 1.72404 0.09 -0.10 0.07
H 3.37118 4.39096 1.24216 -0.09 -0.08 -0.05
H 2.18134 4.37598 -0.07670 0.02 -0.05 0.06
H 3.37950 3.07871 0.07056 -0.05 0.05 0.05
H -0.18537 2.55741 -0.97590 -0.01 -0.06 -0.15
H 0.01258 1.45267 2.63876 0.00 0.03 0.17
H -0.43411 0.40902 1.34339 -0.02 0.00 -0.03
H -1.59136 3.21558 1.57360 -0.05 -0.05 0.03
H -2.28398 1.86224 2.44695 -0.01 -0.11 0.02
H -2.69691 -0.32786 0.78020 0.03 0.10 -0.05
H -4.05427 -0.87593 -1.18591 0.04 0.15 0.00
H -3.98576 3.22930 -2.40744 0.03 -0.07 0.05
H -2.60551 3.78123 -0.41818 -0.03 -0.12 -0.05
H 1.88779 0.28866 0.56277 0.00 -0.03 0.01
H 2.27294 1.47566 -0.69204 0.10 0.12 -0.08
H 0.80161 -1.60726 -0.23025 -0.18 0.12 -0.25
H -1.23275 0.08018 -3.53051 0.10 -0.07 0.17
Cl 1.82428 -6.99426 -1.61767 0.42 -0.19 0.21
C 3.13998 -6.66173 -0.39964 -0.16 -0.12 -0.42
Cl 4.34034 -7.95836 -0.41288 -0.05 0.02 -0.02
H 2.66215 -6.58684 0.55869 -0.12 -0.01 0.30
H 3.58773 -5.71714 -0.67147 0.09 0.10 -0.05
O 1.44233 -4.73140 1.14001 0.12 -0.08 0.26
S 2.36645 -3.57974 0.92650 -0.13 0.20 0.10
O 2.73698 -3.56966 -0.52357 0.48 0.12 0.12
O 1.60839 -2.32363 1.20285 0.15 -0.04 0.14
S 3.97088 -3.76228 2.05157 0.14 0.02 0.10
```
Forces are in eV/Å.

LUMO level: 1.602 eV
energy relative to the best compared isomer or geometry (same formula, charge and spin): 38.60 kJ/mol
net charge: -1
energy: -8515.940348 hartree
Kohn-Sham gap: 0.20378 Ha


The following is a DFT calculation (the ωB97M-V functional and the def2-TZVPD basis) of C18H26Cl2NO14S2 as an isolated structure at a distorted geometry.

```
63
Properties=species:S:1:pos:R:3:forces:R:3
C -2.30499 2.67916 2.39802 -1.08 -0.38 -0.04
C -3.08899 1.90332 1.32754 0.78 1.27 0.87
Cl -4.46856 2.76445 0.65302 0.72 -0.39 0.20
C -2.72816 0.68528 0.97889 -0.74 -1.24 -0.48
Cl -1.34253 -0.09858 1.69697 -0.93 0.28 -0.52
S -3.68028 -0.28255 -0.26334 -0.15 -0.74 -2.68
O -3.16264 -1.62781 -0.34311 -0.07 0.07 1.53
O -3.43525 0.37470 -1.53757 -0.33 1.05 0.74
N -5.28672 -0.18011 0.00729 1.02 0.17 2.12
S -5.72000 -0.93180 1.39587 0.78 -3.40 -0.56
O -6.26407 -2.23907 1.05540 -0.88 0.70 -0.11
O -4.65081 -1.10802 2.37694 -0.12 1.55 -0.05
C -7.08881 -0.08109 2.24432 0.31 3.49 -1.01
C -7.33249 1.35947 1.61036 -2.65 -1.27 -0.64
C -8.83877 1.62117 1.19867 3.21 -0.41 -2.77
O -7.64850 1.36682 0.24378 1.02 0.45 1.43
H -1.22332 2.52574 2.29638 -0.35 0.23 -0.04
H -2.62405 2.25786 3.37162 0.30 0.20 -0.29
H -2.62357 3.72989 2.38682 0.43 -0.26 -0.08
H -8.04932 -0.59800 2.19432 0.64 -0.41 0.03
H -6.75061 0.19476 3.25213 -0.11 -0.88 -0.08
H -6.77445 2.21144 2.03272 -0.23 -0.48 -0.43
H -9.35013 0.74648 0.77645 -1.01 0.45 1.50
H -9.06698 2.61229 0.78891 -0.80 -0.19 1.20
C 1.57761 -3.31443 4.38960 -0.32 -0.10 -0.38
C 2.19513 -1.97064 4.08694 -0.02 -0.84 0.30
C 2.18061 -1.01721 5.25250 0.18 0.12 0.20
O 2.14670 0.25493 4.59958 -0.19 -0.05 -0.17
C 1.55848 0.06552 3.38451 -0.06 0.04 -0.18
O 1.20706 0.94260 2.66266 0.39 0.07 0.16
O 1.42691 -1.25566 3.10865 0.17 0.53 0.18
H 2.08903 -3.80292 5.22048 0.06 0.07 -0.02
H 0.51812 -3.21122 4.63302 0.05 0.09 0.09
H 1.63647 -3.96268 3.51472 0.09 0.00 0.05
H 3.20430 -2.10144 3.68975 -0.03 0.10 0.03
H 3.06770 -1.10551 5.87792 0.03 0.18 -0.08
H 1.29009 -1.11416 5.88042 -0.04 -0.08 -0.10
C 4.23684 1.06720 -1.26731 0.38 0.22 0.28
C 4.26018 -0.38604 -0.86078 -0.05 0.63 -0.42
C 2.89970 -0.96670 -0.58859 -0.38 -0.04 -0.26
O 3.19849 -1.99046 0.36511 0.37 0.06 0.23
C 4.32151 -1.61307 1.01882 -0.17 -0.01 -0.03
O 4.72320 -2.14544 2.00938 0.14 0.07 -0.01
O 4.91507 -0.55644 0.41092 -0.21 -0.49 0.24
H 3.63180 1.21389 -2.16254 0.00 -0.09 0.01
H 3.84113 1.69038 -0.46288 -0.15 -0.11 -0.03
H 5.24941 1.42038 -1.46962 -0.03 -0.04 -0.11
H 4.80272 -0.97396 -1.60134 -0.05 -0.07 0.08
H 2.43994 -1.38868 -1.48030 0.03 -0.19 0.12
H 2.20458 -0.25684 -0.13128 0.09 0.05 0.02
C 4.08229 1.95807 -7.10155 0.35 0.19 0.22
C 4.10118 0.50072 -6.70713 -0.11 0.67 -0.33
C 2.73818 -0.08120 -6.43458 -0.26 -0.18 -0.22
O 3.03389 -1.11480 -5.49224 0.28 0.15 0.13
C 4.16505 -0.74848 -4.83836 0.00 -0.09 0.14
O 4.57998 -1.28522 -3.86171 0.00 0.05 -0.13
O 4.75620 0.31578 -5.44457 -0.19 -0.40 0.08
H 3.47525 2.11534 -7.99379 0.00 -0.08 0.01
H 3.69130 2.57543 -6.29105 -0.13 -0.11 -0.02
H 5.09501 2.30939 -7.30356 -0.04 -0.03 -0.08
H 4.64111 -0.08543 -7.45699 -0.05 -0.09 0.06
H 2.27303 -0.49507 -7.32741 0.00 -0.17 0.13
H 2.04876 0.62828 -5.96975 0.11 0.08 -0.02
```
Forces are in eV/Å.

LUMO level: 1.854 eV
net charge: -1
energy: -3526.328506 hartree
Kohn-Sham gap: 0.26958 Ha


Which of these has the lowest energy? C18H26Br2Cl3N3O4RbS2